Entry 1:
{"formula": "C2H3N3O2", "method": "the ωB97M-V functional and the def2-TZVPD basis", "elements": ["C", "C", "N", "N", "N", "O", "O", "H", "H", "H"], "positions_angstrom": [[1.29533, -0.02524, -0.76752], [0.08211, -0.45553, -0.56545], [0.39274, -1.67587, -2.52902], [1.49697, -1.11728, -2.47629], [-0.73455, -0.25622, 0.55919], [2.41564, -1.02475, -3.23584], [-0.46678, -1.33163, -1.56874], [2.11542, 0.63098, -0.78409], [-1.26137, 0.57504, 0.61417], [-1.33576, -1.09529, 0.61924]], "forces_ev_per_a": [[-0.1668, -2.4860, -3.8745], [0.1409, 0.5008, 0.2575], [-0.0071, -1.2240, -1.8741], [-1.0955, 3.5436, 4.1580], [0.0727, -2.7009, -0.7625], [0.4727, -0.7421, -0.5733], [0.3869, 0.6764, 1.9797], [0.5405, 0.4896, 0.6507], [-0.5024, 1.0156, -0.2403], [0.1579, 0.9269, 0.2788]], "gap_ev": 9.5170, "relative_energy_kcal_mol": 163.7, "e_tot_ev": -10681.3594, "total_charge": 0}

---

Entry 2:
{"formula": "C2H3N3O2", "method": "the ωB97M-V functional and the def2-TZVPD basis", "elements": ["O", "C", "N", "N", "C", "N", "O", "H", "H", "H"], "positions_angstrom": [[-2.85259, -1.12498, 0.51319], [-2.32882, -0.24751, -0.00287], [-2.34285, 1.02732, -0.38521], [-1.17454, 0.06217, -0.76085], [0.07946, 0.08372, -0.16547], [0.92616, -0.82426, -0.32908], [2.07332, -0.20614, 0.10458], [-2.23699, 1.77650, 0.41764], [0.56835, 1.00017, 0.15379], [2.91982, -0.56371, -0.24169]], "forces_ev_per_a": [[-1.7792, -2.6239, 1.9764], [1.7003, 0.7413, -1.8160], [0.3264, 3.3714, 1.5088], [-0.9968, -0.3919, 0.1396], [-0.1787, 1.4860, -0.5407], [0.1033, -1.0876, -0.7074], [3.0595, 0.3461, 1.0207], [0.1690, -1.9303, -1.7782], [-1.0043, 0.6458, 0.2459], [-1.3995, -0.5568, -0.0491]], "gap_ev": 9.9232, "relative_energy_kcal_mol": 134.8, "e_tot_ev": -10682.6109, "smiles": "O=C1NN1/C=N/O", "total_charge": 0}

---

Entry 3:
{"formula": "C2H3N3O2", "method": "the ωB97M-V functional and the def2-TZVPD basis", "elements": ["C", "C", "H", "H", "H", "N", "N", "N", "O", "O"], "positions_angstrom": [[-0.38248, 0.09872, -0.51732], [1.12436, -0.37683, 0.76346], [-2.34355, 0.91930, -0.59146], [-1.86489, 0.03825, -2.03905], [1.11078, 0.04412, 2.59699], [-1.49893, 0.46772, -1.18373], [-0.24010, -0.02035, 0.76328], [1.65959, -0.60607, -0.39383], [1.78414, -0.21017, 1.86406], [0.65108, -0.35469, -1.26239]], "forces_ev_per_a": [[-1.3487, -1.7012, -0.9370], [-1.7335, 1.1496, -0.7405], [3.1434, -1.6787, -1.6749], [0.9844, 0.1287, 0.6143], [1.6517, -0.7013, -1.9151], [-3.8159, 1.9515, 1.1086], [1.7299, 0.4231, -0.7726], [1.4969, -0.6313, 1.5845], [-0.2081, 0.0327, 3.4805], [-1.9001, 1.0268, -0.7477]], "gap_ev": 9.8772, "relative_energy_kcal_mol": 48.4, "e_tot_ev": -10686.3574, "total_charge": 0}

---

Entry 4:
{"formula": "C2H3N3O2", "method": "the ωB97M-V functional and the def2-TZVPD basis", "elements": ["N", "C", "N", "O", "C", "O", "N", "H", "H", "H"], "positions_angstrom": [[1.19755, 0.98441, -0.93663], [0.16917, 0.39713, -0.24282], [-1.03862, 0.62403, -0.64016], [-1.82886, -0.34337, -0.00608], [-1.06792, -1.12411, 0.79479], [-1.45994, -2.07548, 1.41062], [0.21713, -0.58704, 0.70934], [0.72005, 1.55068, -1.63178], [1.93517, 1.47490, -0.44849], [1.01672, -1.02680, 1.13417]], "forces_ev_per_a": [[0.0058, 0.0735, 0.0276], [-0.4508, 0.0040, -0.1885], [0.2750, -0.0340, -0.0883], [-0.3061, -0.2244, 0.3402], [-0.0955, -0.2282, 0.2004], [0.2811, 0.3830, -0.0705], [-0.0135, -0.1259, -0.1150], [0.5585, 0.1814, -0.0850], [-0.2216, -0.0908, 0.1512], [-0.0329, 0.0614, -0.1722]], "gap_ev": 9.8803, "relative_energy_kcal_mol": 27.0, "e_tot_ev": -10687.2870, "smiles": "Nc1noc(=O)[nH]1", "total_charge": 0}

---

Copy entry 1 word for word.
{"formula": "C2H3N3O2", "method": "the ωB97M-V functional and the def2-TZVPD basis", "elements": ["C", "C", "N", "N", "N", "O", "O", "H", "H", "H"], "positions_angstrom": [[1.29533, -0.02524, -0.76752], [0.08211, -0.45553, -0.56545], [0.39274, -1.67587, -2.52902], [1.49697, -1.11728, -2.47629], [-0.73455, -0.25622, 0.55919], [2.41564, -1.02475, -3.23584], [-0.46678, -1.33163, -1.56874], [2.11542, 0.63098, -0.78409], [-1.26137, 0.57504, 0.61417], [-1.33576, -1.09529, 0.61924]], "forces_ev_per_a": [[-0.1668, -2.4860, -3.8745], [0.1409, 0.5008, 0.2575], [-0.0071, -1.2240, -1.8741], [-1.0955, 3.5436, 4.1580], [0.0727, -2.7009, -0.7625], [0.4727, -0.7421, -0.5733], [0.3869, 0.6764, 1.9797], [0.5405, 0.4896, 0.6507], [-0.5024, 1.0156, -0.2403], [0.1579, 0.9269, 0.2788]], "gap_ev": 9.5170, "relative_energy_kcal_mol": 163.7, "e_tot_ev": -10681.3594, "total_charge": 0}